No. 1
DFT (the ωB97M-V functional and the def2-TZVPD basis) results for C25H33O2OsTe as an isolated structure.

Values from the calculation:
Orbital gap (spin up / spin down): 5.527 / 5.456 eV
⟨S²⟩: 6.07
Total charge: +1
HOMO level (spin up / spin down): -7.870 / -11.194 eV
Maximum force: 5.85 eV/A
E_LUMO (spin up / spin down): -2.34 / -5.74 eV
Energy relative to the best compared isomer or geometry (same formula, charge and spin): 0.0 kcal per mole
Spin multiplicity: 5

Geometry (Å):
O  0.03321  -0.26581  -2.93172
C  1.11459  -0.39347  -3.90342
C  0.39221  0.57279  -4.83497
H  1.23550  -1.41480  -4.29670
H  2.04652  -0.03241  -3.44297
C  -0.65158  0.73227  -3.72433
H  -0.16862  0.10807  -5.62336
H  0.93243  1.44582  -5.17788
C  -2.01947  0.20880  -4.09578
H  -1.94119  -0.84096  -4.38226
H  -2.43802  0.78540  -4.92464
H  -2.70176  0.29386  -3.24281
C  -0.68660  2.16013  -3.25221
H  0.31906  2.55434  -3.07761
H  -1.31888  2.31539  -2.36885
H  -1.13706  2.74629  -4.06326
Os  -0.26166  -0.20448  0.55288
C  0.76675  1.34505  1.61560
C  1.97119  0.57233  1.61903
C  2.48242  0.52735  0.29883
H  2.43176  0.14502  2.50740
C  1.59921  1.23725  -0.55624
C  0.55034  1.78920  0.24975
H  -0.13638  2.57366  -0.06066
H  0.19359  1.63001  2.48839
H  3.40740  0.04314  -0.01802
H  1.74134  1.41766  -1.61952
C  -1.79922  -0.49524  1.91984
C  -1.92362  0.74863  1.26590
C  -2.05262  0.51696  -0.11871
H  -1.95327  1.72062  1.75099
C  -2.00486  -0.87993  -0.33148
C  -1.85211  -1.50083  0.92785
H  -1.77836  -2.56164  1.10325
H  -1.69074  -0.64940  2.99191
H  -2.19405  1.27691  -0.88169
H  -2.04638  -1.37839  -1.29244
O  0.52211  -1.28779  -6.69058
C  0.03619  -0.39158  -7.74951
C  0.42155  -0.94056  -9.12425
H  0.48411  0.60828  -7.60690
H  -1.05723  -0.27863  -7.65637
C  1.46031  -2.05385  -8.80712
H  0.86743  -0.16269  -9.76525
H  -0.46676  -1.38367  -9.60045
C  1.30004  -2.33392  -7.29958
H  2.47352  -1.66167  -9.00527
H  1.25726  -2.94380  -9.42816
H  2.28604  -2.40115  -6.81907
H  0.77702  -3.28909  -7.15046
Te  1.55141  -2.69714  0.17947
C  1.61458  -2.89189  2.27272
C  0.47459  -3.24096  3.03482
C  0.53800  -3.18992  4.43222
C  1.72860  -2.82024  5.07134
C  2.86873  -2.50827  4.32022
C  2.82381  -2.54712  2.92298
H  -0.44130  -3.51914  2.50961
H  -0.35132  -3.43165  5.01707
H  1.76824  -2.77171  6.15829
H  3.79659  -2.21805  4.81518
H  3.67990  -2.27627  2.30118

Atomic forces in eV per Å
O 0.29 -0.12 0.75
C -0.41 0.05 0.10
C -0.75 -0.02 0.13
H -0.06 0.30 0.31
H -0.06 -0.10 -0.33
C 0.42 0.22 -0.72
H 0.67 0.04 -0.10
H 0.01 0.21 0.00
C -0.16 0.13 0.19
H -0.05 0.06 -0.06
H -0.03 -0.05 0.05
H -0.05 -0.06 -0.08
C -0.28 0.24 0.60
H -0.15 -0.02 0.10
H 0.20 0.06 -0.07
H 0.14 -0.04 0.15
Os 5.83 0.02 -0.46
C 1.12 0.72 0.17
C -0.79 -0.17 0.22
C -0.11 0.17 -0.29
H -0.22 0.02 -0.30
C -0.35 -0.19 0.36
C 0.72 0.59 0.00
H 0.14 -0.33 0.03
H 0.38 0.24 -0.07
H -0.36 0.09 0.12
H -0.15 -0.18 0.39
C -0.54 -0.90 1.88
C -1.43 1.27 0.91
C -1.50 0.69 -1.54
H 0.15 -0.27 -0.15
C -1.26 -0.94 -1.77
C -1.07 -1.42 0.50
H -0.04 0.04 -0.01
H -0.03 0.02 -0.37
H 0.12 -0.31 0.21
H -0.07 0.15 0.14
O 0.23 -0.29 -2.18
C 0.10 0.35 0.24
C 0.06 -0.64 0.30
H -0.11 -0.41 0.12
H 0.38 -0.13 0.11
C 0.00 0.51 -0.11
H -0.41 -0.35 0.20
H 0.39 0.28 -0.03
C -0.15 -0.47 -0.28
H -0.41 -0.39 -0.04
H 0.37 0.37 0.36
H -0.30 0.11 0.07
H 0.09 0.18 0.09
Te -0.69 0.75 0.43
C 1.28 0.28 0.81
C 0.06 0.10 -4.98
C 1.03 0.37 5.07
C -1.02 -0.29 -0.38
C 0.37 0.25 4.43
C -1.67 -0.61 -5.47
H 0.30 0.04 0.34
H 0.37 0.09 -0.11
H -0.03 -0.04 -0.28
H -0.35 -0.14 -0.07
H -0.14 -0.13 0.36

These are the Mulliken partial charges, in e, on atoms 1 to 5: -0.38 -0.48 -0.22 0.23 0.22

---

No. 2
DFT (the ωB97M-V functional and the def2-TZVPD basis) results for one molecule with the formula C19H27NO4S.

Values from the calculation:
Orbital gap: 9.843 eV
Total charge: 0
HOMO level: -9.102 eV
Maximum force: 1.16 eV/A
E_LUMO: 0.74 eV
Structure (SMILES): C=CCS(=O)(=O)N1CCC[C@](Cc2ccccc2C)(C(=O)OCC)C1

Geometry (Å):
C  2.77256  4.69506  -1.22558
C  2.56258  3.42814  -0.91285
C  2.32206  2.95286  0.46617
S  0.52619  2.71758  0.68609
O  -0.13469  3.97847  0.52470
O  0.30671  2.05505  1.94941
N  0.08998  1.78819  -0.64465
C  -1.33151  1.81301  -0.95766
C  -2.03381  0.50684  -0.56137
C  -1.35128  -0.09496  0.66475
C  0.10106  -0.48545  0.34669
C  0.27039  -1.97566  -0.06295
C  -0.36090  -2.36597  -1.37287
C  0.40035  -2.19969  -2.52961
C  -0.09807  -2.49841  -3.78254
C  -1.38382  -2.99598  -3.90016
C  -2.13064  -3.21249  -2.75944
C  -1.64230  -2.91328  -1.48988
C  -2.53806  -3.21427  -0.32325
C  0.98576  -0.35461  1.59016
O  2.15468  -0.04941  1.53656
O  0.35914  -0.76236  2.67982
C  1.03998  -0.64509  3.93252
C  0.43586  0.49242  4.74065
C  0.65333  0.46280  -0.73148
H  2.90757  5.01383  -2.24430
H  2.81569  5.46258  -0.47161
H  2.50844  2.67539  -1.68657
H  2.78141  1.99864  0.70820
H  2.58135  3.69793  1.21441
H  -1.43742  1.99711  -2.03304
H  -1.74926  2.66645  -0.42318
H  -1.99585  -0.20339  -1.38960
H  -3.08192  0.71238  -0.34148
H  -1.89912  -0.96037  1.03030
H  -1.34382  0.65103  1.46092
H  -0.11892  -2.58455  0.75381
H  1.34521  -2.16709  -0.13359
H  1.41654  -1.84234  -2.43864
H  0.51530  -2.35149  -4.65893
H  -1.79351  -3.23244  -4.87075
H  -3.12389  -3.62985  -2.84715
H  -3.13166  -4.10134  -0.53661
H  -3.22918  -2.38925  -0.15284
H  -1.98034  -3.39064  0.59178
H  0.91669  -1.60739  4.43854
H  2.10076  -0.46270  3.73624
H  0.44622  1.39648  4.13656
H  -0.59292  0.26271  5.00542
H  1.01298  0.64965  5.64739
H  0.41695  0.08630  -1.72924
H  1.73714  0.52958  -0.62928

Atomic forces in eV per Å
C 0.06 -0.07 0.00
C 0.24 0.10 -0.35
C -0.89 -0.31 0.00
S 0.17 0.31 -0.16
O -0.02 0.25 -0.21
O 0.15 0.00 -0.05
N 0.53 0.67 0.79
C -0.58 0.27 -0.19
C 0.15 -0.02 0.08
C -0.19 0.00 -0.07
C 0.12 0.04 0.19
C -0.01 0.09 0.01
C 0.06 -0.12 -0.03
C -0.05 -0.08 -0.07
C 0.06 0.04 -0.07
C -0.03 0.00 -0.05
C 0.02 0.03 -0.03
C 0.02 -0.05 -0.09
C 0.02 0.03 0.02
C 0.33 -0.27 -0.57
O 0.09 -0.12 0.15
O -0.42 -0.13 0.13
C 0.40 0.13 0.48
C 0.02 -0.22 -0.37
C 0.40 -0.42 0.17
H 0.04 0.00 -0.22
H -0.03 0.15 0.21
H 0.03 -0.03 -0.14
H 0.08 -0.05 0.05
H -0.11 0.01 0.14
H -0.03 0.05 0.12
H -0.19 -0.06 -0.17
H -0.09 0.02 -0.03
H -0.02 -0.01 -0.08
H -0.01 -0.01 0.07
H -0.10 -0.17 -0.01
H 0.08 0.01 0.01
H -0.03 -0.06 0.03
H 0.10 0.06 0.02
H 0.06 0.01 -0.07
H -0.03 -0.03 -0.08
H -0.10 -0.06 0.00
H -0.04 -0.03 0.03
H -0.07 0.04 0.11
H -0.04 0.00 0.10
H 0.05 0.12 -0.11
H -0.19 -0.12 0.07
H 0.02 0.07 0.12
H -0.11 0.02 0.07
H 0.04 0.01 0.13
H 0.04 0.10 0.10
H -0.01 -0.17 -0.15

These are the Mulliken partial charges, in e, on atoms 1 to 5: -0.81 0.03 -0.71 1.22 -0.72